Entry 1:
16
Properties=species:S:1:pos:R:3:forces:R:3 method="wB97M-V/def2-TZVPD" charge=-1 e_homo_ev=-2.225 total_energy_ha=-288.36385 de_lowest_ev=0.756
C 1.876369 -1.275833 0.156992 -0.7 0.0 -0.2
N 0.732395 -0.617140 0.771636 0.4 -0.3 0.4
C 0.482283 0.732488 0.303402 -0.5 -0.1 -0.3
C -1.009341 1.028283 0.389732 0.3 -0.5 -0.5
C -1.799445 0.301691 -0.781162 0.0 0.1 0.4
O -2.832926 -0.429864 -0.359642 -0.2 0.0 0.0
H 2.703740 -0.567790 0.091952 0.1 -0.1 0.1
H 1.648680 -1.626074 -0.861973 0.1 0.1 -0.1
H 2.158548 -2.160790 0.729053 0.2 0.1 0.1
H -0.110135 -1.164449 0.641696 0.0 0.0 -0.1
H 0.719964 0.827151 -0.768781 0.4 0.1 0.0
H 1.082115 1.442893 0.879823 0.2 0.0 0.0
H -1.426777 0.589976 1.297545 0.0 0.3 0.2
H -1.138121 2.106541 0.330984 -0.3 0.2 0.3
H -2.054552 1.138589 -1.502041 0.0 -0.2 -0.1
H -1.032797 -0.325675 -1.319210 0.2 0.2 -0.1

Entry 2:
57
Properties=species:S:1:pos:R:3:forces:R:3 method="wB97M-V/def2-TZVPD" multiplicity=2 charge=+1 e_homo_ev="-11.516 / -11.516" total_energy_ha=-1023.32069
C -5.015990 -3.864036 1.621848 -0.3 0.0 -0.3
C -4.036700 -3.651936 0.476068 -2.5 -0.1 0.5
O -2.702790 -3.827976 0.813308 0.9 0.1 -0.2
H -5.023410 -4.895416 1.974428 0.3 0.2 0.5
H -6.036970 -3.695766 1.279248 0.0 0.0 -0.5
H -4.908180 -3.079956 2.371308 0.4 -0.5 0.4
H -4.206270 -2.612206 0.196228 0.1 0.0 -0.7
H -4.267630 -4.372636 -0.308382 -0.3 0.3 -0.4
H -2.326250 -3.346286 0.073168 1.2 -0.1 0.0
C -1.743890 -4.957606 4.611708 -0.6 1.7 2.3
C -2.545510 -3.634166 4.190298 1.7 -2.9 0.1
O -1.764610 -3.099986 3.158698 0.1 1.5 -0.5
H -2.000750 -5.113626 5.659458 -0.2 -0.4 0.3
H -0.690000 -4.697576 4.710708 0.1 -0.2 -0.6
H -1.913170 -5.923426 4.135648 -0.1 0.5 -0.6
H -2.608870 -2.846866 4.941458 -0.1 -0.5 0.4
H -3.522990 -4.027386 3.910958 -0.2 0.8 -0.3
H -2.016900 -3.495146 2.320968 -0.3 -0.2 -0.5
C 1.459520 1.094144 -3.442052 -0.7 -0.4 0.8
C 1.953160 1.656124 -2.071012 0.8 -0.6 -2.5
C 3.469190 1.748734 -2.101782 0.0 -0.1 -0.4
C 4.048380 2.605454 -1.054512 0.5 1.7 1.3
C 3.529320 4.032794 -1.126492 -0.1 -0.4 -1.9
C 1.993830 4.085804 -1.135442 0.0 2.4 1.0
N 1.414210 3.061554 -2.072692 -1.4 -0.5 3.3
O 0.004490 3.128564 -2.257252 2.6 -0.1 -0.6
C 1.510610 3.912924 0.403598 -0.8 -1.1 -1.7
C 1.512080 5.538454 -1.578562 -0.6 -1.5 0.1
C 1.451810 0.737674 -0.927972 -0.5 1.2 -0.6
H 1.495420 1.809824 -4.263402 0.0 0.1 0.2
H 0.431380 0.807304 -3.221252 -0.2 0.0 -0.7
H 1.974270 0.186164 -3.756232 0.3 0.1 0.3
H 3.916050 0.760604 -1.992142 -0.3 -0.2 -0.4
H 3.760570 2.176324 -3.061142 0.1 -0.3 -0.2
H 5.123650 2.682544 -1.215622 0.1 -0.4 0.5
H 3.798690 2.296174 -0.039572 0.5 -0.6 0.1
H 3.821840 4.441924 -2.093522 0.2 0.1 -0.3
H 4.026870 4.698604 -0.421332 -0.7 -0.1 0.4
H 1.924500 4.704794 1.027878 0.1 -0.1 -0.3
H 0.422560 3.977174 0.414568 -0.1 0.3 0.2
H 1.735860 2.912814 0.773928 0.4 0.3 0.2
H 2.024890 6.314874 -1.010852 0.2 -0.2 -0.2
H 1.597940 5.660684 -2.658282 0.4 0.2 0.1
H 0.448760 5.616474 -1.351942 0.0 0.1 0.0
H 1.549630 -0.306826 -1.223872 0.4 0.1 -0.1
H 0.375480 0.907444 -0.899862 -0.1 0.0 0.7
H 1.983460 0.976434 -0.006852 -0.4 -0.3 0.1
H -0.343290 3.046864 -1.366202 -0.4 0.3 0.7
O -0.397480 -0.776756 2.182368 0.4 0.6 -0.9
H -1.137760 -0.194626 2.353688 -0.2 0.1 0.3
H -0.650080 -1.609766 2.580508 -0.4 -0.8 0.7
O -1.283670 -1.515186 -0.539382 -0.2 -0.4 -0.7
H -1.153780 -0.632496 -0.886102 -0.1 0.1 -0.1
H -1.109310 -1.432816 0.398188 0.4 0.2 0.8
O 0.425010 -2.877156 -3.077232 0.4 0.1 -0.2
H -0.227270 -2.212616 -3.298912 -0.3 0.0 -0.1
H 0.450090 -2.879016 -2.120362 -0.1 -0.1 0.3

Entry 3:
18
Properties=species:S:1:pos:R:3:forces:R:3 method="wB97M-V/def2-TZVPD" e_homo_ev=-9.003 total_energy_ha=-272.90741 de_lowest_ev=1.122
C -0.811961 2.669457 -1.852028 -0.2 1.1 0.7
C 0.050124 1.463687 -1.999715 -0.2 -0.1 0.2
C 0.245496 0.630434 -0.975732 -0.6 0.7 -0.3
C 1.041140 -0.615382 -0.915597 1.0 -0.2 -0.6
C 0.657024 -1.588305 0.204281 -0.6 0.6 -1.0
H -0.196678 3.548520 -1.629630 0.1 0.0 -0.1
H -1.474800 2.604800 -0.984366 0.0 -0.2 -0.1
H -1.421046 2.979521 -2.701854 0.1 -0.5 -0.2
H 0.506363 1.369795 -2.979425 0.3 -0.4 0.1
H -0.327542 0.873626 -0.082848 0.1 0.0 0.2
H 1.011852 -1.084093 -1.907302 -0.4 -0.3 0.2
H 2.122638 -0.412922 -0.843926 -0.2 0.2 0.3
H -0.429094 -1.675279 0.274614 0.0 -0.2 -0.2
H 0.962802 -1.204425 1.173835 0.5 -0.4 0.1
H 1.068130 -2.541454 -0.116882 0.1 -0.3 0.8
O -1.019006 -2.047179 4.300497 1.2 0.4 0.3
H -0.926424 -1.133264 3.997204 -0.4 -0.1 -0.1
H -0.141766 -2.163601 4.722962 -0.8 -0.3 -0.2

Entry 4:
55
Properties=species:S:1:pos:R:3:forces:R:3 method="wB97M-V/def2-TZVPD" charge=+2 e_homo_ev=-13.977 total_energy_ha=-1632.76549 de_lowest_ev=0.648
Pd -0.002460 -0.081611 -0.584029 0.1 2.8 2.3
O -1.228714 0.232901 3.258728 0.0 0.1 0.0
C -1.153373 0.105686 2.058770 0.0 -0.2 0.2
N 0.010578 -0.087923 1.394157 0.1 -0.9 -0.9
C 1.272893 -0.251554 2.075375 -0.1 -0.5 0.2
C 2.377928 -0.077472 1.101645 0.3 0.1 0.0
C 3.711147 -0.104533 1.475625 0.1 0.1 -0.1
C 4.688352 -0.008676 0.501686 0.0 0.0 0.0
C 4.319664 0.119964 -0.832625 0.0 0.1 0.0
C 2.979837 0.153242 -1.142269 0.1 0.1 0.0
N 2.041474 0.064967 -0.186722 -0.6 -1.0 -0.9
C -2.322345 0.147853 1.138382 -0.2 0.0 0.1
C -3.616010 0.038495 1.592033 -0.1 0.1 0.0
C -4.641842 0.002376 0.656462 0.0 0.0 0.0
C -4.336957 0.085825 -0.695090 0.0 0.1 0.1
C -3.013434 0.207644 -1.076562 0.0 0.2 0.0
N -2.036202 0.253599 -0.162947 0.4 -1.2 -1.0
H 1.358779 -1.253539 2.510196 0.0 0.0 0.1
H 1.345023 0.446250 2.912833 0.0 0.1 -0.1
H 3.970717 -0.210381 2.520382 0.0 0.0 0.0
H 5.734073 -0.044912 0.776807 0.0 0.0 0.0
H 5.057715 0.186582 -1.618394 0.0 0.0 0.0
H 2.631652 0.268408 -2.159883 0.0 -0.1 0.0
H -3.794106 -0.033547 2.656612 0.0 0.0 0.0
H -5.669028 -0.104224 0.978898 0.0 0.0 0.0
H -5.110290 0.058489 -1.449236 0.0 0.0 0.0
H -2.720844 0.289577 -2.114839 0.0 -0.1 0.0
C -0.272864 6.044313 -0.498013 0.0 0.0 0.1
N -0.123719 4.603228 -0.643894 0.0 0.0 -0.1
C -0.374258 3.888365 -1.881660 0.0 0.0 -0.1
C -0.073757 2.476829 -1.441761 0.2 -0.1 -0.3
O -0.123181 1.462498 -2.182058 -0.1 -0.3 0.0
N 0.269076 2.435152 -0.153581 -0.1 0.3 -0.2
C 0.218876 3.719660 0.289592 0.0 0.1 0.0
N 0.513750 4.043181 1.540522 -0.1 0.0 0.0
H -0.072554 6.515711 -1.456800 0.0 0.0 0.0
H 0.448657 6.432850 0.219090 0.0 0.0 0.0
H -1.281274 6.310036 -0.180184 0.0 0.0 0.0
H 0.285305 4.208834 -2.690497 0.0 0.0 0.0
H -1.405856 3.996356 -2.223772 0.0 0.0 0.0
H 0.765498 3.317705 2.189622 0.0 0.0 0.0
H 0.361544 4.971754 1.895638 0.1 0.0 0.0
O -0.927831 -2.871394 -1.573834 -0.6 0.5 -0.7
B -0.039069 -2.086255 -0.951743 0.2 -0.2 1.4
O 0.829669 -2.749907 -0.140764 0.5 0.0 0.1
C 0.472573 -4.095268 -0.293301 0.0 -0.1 0.0
C 1.025165 -5.211500 0.285481 0.2 0.0 0.1
C 0.437667 -6.426333 -0.050512 0.0 0.0 0.0
C -0.641347 -6.499222 -0.927636 0.0 0.0 0.0
C -1.180693 -5.360082 -1.514800 -0.1 0.1 -0.2
C -0.594139 -4.170373 -1.161660 0.1 -0.1 0.0
H 1.868726 -5.150733 0.958888 0.0 0.0 0.0
H 0.832542 -7.339520 0.372240 0.0 0.0 0.0
H -1.068544 -7.465269 -1.156927 0.0 0.0 0.0
H -2.004203 -5.404095 -2.213687 0.0 0.0 0.0